# 1
Density functional theory data (the ωB97M-V functional and the def2-TZVPD basis) for a molecular structure, C35H19Br2Cl5HgI2N7O8.

Geometry as XYZ:
```
79
Properties=species:S:1:pos:R:3:forces:R:3:mulliken_charge:R:1
Hg -0.697 0.273 0.220 -0.305 -0.046 -0.029 3.1869
I -0.097 -5.664 5.249 -0.003 -0.002 -0.003 -0.0326
C -0.680 -4.214 3.852 -0.004 0.010 0.005 -0.3903
C -1.928 -3.616 3.962 0.002 -0.012 0.001 -0.3007
C -2.292 -2.656 3.041 0.016 0.027 -0.003 -0.4815
I -4.151 -1.724 3.179 -0.005 0.010 0.001 0.0224
C -1.441 -2.240 1.985 -0.050 0.025 0.064 0.2370
O -1.842 -1.321 1.166 0.153 -0.064 -0.064 -0.5997
C -0.196 -2.908 1.888 -0.007 -0.042 -0.005 -0.3671
C 0.758 -2.577 0.775 0.012 0.029 -0.017 0.0301
N 1.812 -1.684 1.240 -0.054 0.011 -0.049 0.0765
C 2.832 -1.387 0.279 0.015 -0.029 0.000 -1.7203
C 2.595 -0.335 -0.795 -0.013 0.071 0.073 0.9335
C 3.465 -0.296 -1.883 -0.017 0.001 -0.001 -0.9365
C 3.390 0.744 -2.788 0.008 -0.010 -0.002 -0.6450
C 2.460 1.748 -2.569 -0.013 0.019 -0.004 -0.9116
C 1.614 1.623 -1.485 0.035 -0.034 0.025 -0.0132
N 1.653 0.594 -0.630 0.149 0.052 0.002 0.5248
C 0.174 -3.862 2.824 -0.016 -0.026 -0.026 -0.3385
H -2.608 -3.889 4.757 0.000 0.000 -0.001 0.3440
H 0.198 -2.195 -0.093 -0.023 -0.016 0.026 -0.4929
H 1.242 -3.502 0.438 0.019 0.005 0.010 0.7183
H 1.467 -0.859 1.722 0.031 0.030 0.027 0.0644
H 3.109 -2.322 -0.222 0.020 0.011 -0.003 0.6038
H 3.724 -1.046 0.812 -0.002 0.030 0.020 0.3600
H 4.198 -1.086 -2.000 0.004 -0.003 -0.002 0.4785
H 4.049 0.777 -3.647 0.004 0.001 0.003 0.3898
H 2.358 2.596 -3.233 0.003 -0.003 -0.001 0.5582
H 0.846 2.366 -1.306 -0.029 0.017 0.017 0.0223
H 1.148 -4.330 2.733 0.000 -0.002 0.003 0.4233
Br 0.654 -0.891 -7.158 -0.004 -0.002 0.004 -0.2230
C 0.320 -0.801 -5.289 0.014 -0.006 -0.002 -0.3470
C 0.724 -1.845 -4.476 -0.010 0.008 0.007 -0.9338
C 0.455 -1.706 -3.126 -0.009 -0.021 -0.026 -0.2632
N -0.167 -0.662 -2.595 -0.050 -0.035 -0.095 0.5940
C -0.555 0.338 -3.390 0.046 0.004 0.010 0.4880
C -0.311 0.304 -4.768 -0.038 -0.014 0.008 -0.9513
C -1.218 1.499 -2.706 -0.012 0.061 0.101 0.8494
C -1.191 2.715 -3.322 0.079 -0.078 -0.034 -0.7719
C -1.120 4.070 -2.803 -0.022 0.012 0.012 0.2420
Br -1.020 5.362 -4.241 -0.036 0.015 -0.012 -0.2766
C -0.858 4.577 -1.582 0.044 -0.053 -0.066 -0.8092
C -0.994 3.813 -0.365 0.122 -0.110 0.046 -0.6252
N -1.768 1.164 -1.495 -0.067 -0.095 0.255 -0.5410
H 1.219 -2.720 -4.870 0.008 0.002 0.002 0.4322
H 0.755 -2.484 -2.430 -0.004 -0.005 -0.004 0.2926
H -0.617 1.107 -5.419 -0.039 -0.002 0.000 0.5733
H -0.968 2.701 -4.378 0.140 -0.036 0.013 0.2194
H -0.480 5.593 -1.523 -0.124 0.049 -0.014 0.4123
H -0.230 3.638 0.370 -0.025 -0.018 0.038 0.1534
Cl -2.456 3.214 0.015 -0.188 0.063 -0.483 1.0556
C -2.906 1.721 -1.046 0.107 0.287 -0.476 0.7647
C -4.221 1.242 -1.134 -0.038 -0.061 0.238 0.6321
C -4.588 0.184 -2.049 -0.040 0.055 -0.021 -1.1054
Cl -3.594 -0.599 -3.222 -0.010 0.025 -0.043 -0.2108
C -5.924 -0.111 -1.905 0.030 -0.020 -0.039 0.0415
Cl -6.823 -1.260 -2.819 0.000 -0.002 0.005 -0.2782
C -6.448 0.720 -0.895 -0.021 0.090 -0.029 0.3229
Cl -8.082 0.695 -0.352 0.014 -0.019 0.015 -0.2802
C -5.441 1.536 -0.420 -0.013 -0.091 0.023 -0.5385
Cl -5.706 2.549 0.948 0.138 0.036 -0.014 -0.2141
O 2.315 6.638 4.143 0.001 0.007 -0.004 -0.6656
N 1.172 6.312 3.852 0.009 -0.013 -0.008 1.0504
O 0.223 7.079 3.904 -0.007 0.008 0.006 -0.6679
C 0.928 4.952 3.426 0.030 0.026 0.000 -0.8399
C -0.371 4.554 3.079 -0.008 0.019 0.064 -0.1067
C -0.609 3.271 2.691 0.159 -0.124 -0.019 0.1284
C 0.437 2.265 2.591 0.051 -0.285 -0.143 0.5398
O 0.185 1.069 2.263 0.188 0.261 0.147 -0.7737
C 1.742 2.769 2.942 -0.085 0.020 -0.044 -0.2994
C 1.976 4.069 3.363 -0.052 0.018 0.026 -0.1384
N 2.928 1.924 2.901 0.013 0.073 0.040 0.8394
O 2.925 0.915 2.227 -0.085 -0.137 -0.098 -0.5181
O 3.908 2.290 3.540 0.042 -0.025 0.044 -0.6920
N -2.306 2.240 1.332 0.247 0.099 0.298 -0.1579
O -3.485 4.231 -0.220 -0.147 -0.133 0.255 -0.7510
O -1.931 2.943 2.505 -0.265 0.095 -0.051 -0.5524
H -1.191 5.254 3.120 -0.008 -0.007 0.001 0.5345
H 2.973 4.377 3.632 -0.007 -0.006 -0.006 0.6219
```
Positions in Å, forces in eV/Å.

Output
Total charge: -2
Relative energy (zero: lowest compared OMol25 entry of this formula, charge and spin) (kJ/mol): 1119.9
Multiplicity: 2
Frontier orbital gap (spin up / spin down) (eV): 4.514 / 5.851

***

# 2
Density functional theory data (the ωB97M-V functional and the def2-TZVPD basis) for a molecular structure, C35H21ClN6O3RhS2.

Geometry as XYZ:
```
69
Properties=species:S:1:pos:R:3:forces:R:3:mulliken_charge:R:1
Rh -0.438 0.350 0.208 0.149 -0.103 0.558 0.2693
Cl -5.614 5.363 -0.592 0.013 -0.031 -0.006 -0.1571
C -4.415 4.152 -0.737 0.053 -0.095 -0.079 0.4105
C -4.214 3.532 -1.982 -0.164 0.080 -0.207 -0.7230
C -3.272 2.548 -2.083 -0.003 -0.032 0.017 -0.7112
C -2.484 2.149 -0.969 -0.100 0.068 -0.014 0.3007
O -1.688 1.154 -1.114 -0.500 0.150 -0.477 -0.0944
C -2.643 2.859 0.292 0.173 -0.038 0.192 0.8743
C -1.824 2.634 1.431 -0.207 0.307 0.142 -0.6104
N -0.715 1.882 1.461 0.347 -0.133 0.130 0.2460
C 0.081 1.831 2.584 -0.092 0.224 -0.026 0.6367
C 0.065 2.736 3.645 -0.132 -0.106 -0.215 -0.8218
C 0.880 2.527 4.761 0.284 -0.230 0.125 -0.9275
C 1.713 1.436 4.855 -0.090 0.183 0.170 -0.9232
C 1.787 0.513 3.790 -0.077 -0.033 -0.273 0.6256
C 2.619 -0.625 3.787 -0.083 -0.025 -0.180 -0.7725
C 2.624 -1.459 2.697 0.231 -0.017 0.272 -1.0271
C 1.798 -1.178 1.609 -0.161 0.210 -0.106 -0.5720
N 0.996 -0.126 1.588 0.303 -0.509 0.105 0.4195
C 0.982 0.726 2.645 0.070 0.117 0.316 0.7411
C -3.654 3.818 0.374 0.140 -0.137 0.076 -1.2097
H -4.810 3.824 -2.834 -0.006 0.015 0.033 0.4230
H -3.118 2.025 -3.018 0.037 -0.016 0.029 0.4595
H -2.129 3.140 2.340 0.072 0.013 -0.016 0.2965
H -0.566 3.612 3.612 0.006 -0.004 -0.039 0.4487
H 0.861 3.248 5.568 -0.051 -0.007 0.003 0.4039
H 2.312 1.270 5.741 0.037 0.036 -0.032 0.4342
H 3.246 -0.828 4.646 0.018 -0.001 -0.008 0.4524
H 3.267 -2.328 2.668 -0.035 -0.011 -0.026 0.4277
H 1.784 -1.814 0.733 -0.045 -0.008 -0.002 0.5978
H -3.827 4.326 1.313 0.003 0.052 -0.033 0.4350
S -4.075 -6.380 -0.204 -0.029 -0.019 0.001 0.1835
N -3.755 -5.511 1.114 -0.064 -0.117 0.105 -0.6702
C -3.064 -4.458 0.723 0.007 -0.078 -0.465 0.8753
C -2.612 -3.381 1.566 0.246 0.351 -0.096 0.0445
C -2.898 -3.297 2.929 0.017 0.035 0.020 -0.5352
C -2.494 -2.184 3.631 -0.047 -0.123 0.010 -1.1017
C -1.830 -1.169 2.946 -0.017 0.019 0.053 -0.1528
N -1.540 -1.246 1.661 -0.206 0.075 -0.420 0.1681
C -1.892 -2.335 0.960 -0.204 -0.113 0.716 0.0623
C -1.546 -2.370 -0.457 0.105 -0.169 -0.602 -0.0126
N -0.743 -1.399 -0.956 -0.272 -0.062 -0.011 0.4218
C -0.562 -1.339 -2.268 0.149 -0.026 -0.108 -0.4764
C -1.113 -2.242 -3.166 -0.051 -0.155 0.037 -0.8629
C -1.865 -3.283 -2.673 0.038 0.021 -0.037 -0.7674
C -2.077 -3.365 -1.297 0.227 0.350 0.128 0.0777
C -2.834 -4.429 -0.684 -0.141 -0.099 0.465 0.8647
N -3.360 -5.461 -1.315 -0.012 -0.101 -0.150 -0.6544
H -3.442 -4.102 3.406 -0.010 0.000 -0.010 0.5478
H -2.706 -2.087 4.686 0.028 0.048 -0.009 0.4687
H -1.529 -0.261 3.457 0.000 0.025 -0.023 0.4233
H 0.038 -0.515 -2.617 0.040 0.114 0.013 0.5893
H -0.943 -2.125 -4.227 0.028 0.022 0.009 0.5010
H -2.308 -4.024 -3.325 0.019 -0.030 0.023 0.5329
O 7.299 0.828 -5.087 0.192 0.065 -0.134 -0.4471
C 5.989 0.642 -5.301 -0.176 -0.193 0.086 0.6798
O 5.577 0.351 -6.385 0.058 0.036 -0.029 -0.5128
C 5.060 0.791 -4.126 -0.113 0.128 0.120 0.7175
C 3.804 0.190 -4.235 0.026 -0.050 -0.075 -0.8341
C 2.867 0.336 -3.238 0.089 -0.013 -0.085 -0.1282
C 3.154 1.106 -2.098 -0.078 0.207 0.345 0.5930
S 2.027 1.396 -0.824 0.036 -0.058 -0.336 0.0447
C 4.425 1.700 -1.990 0.105 0.009 -0.009 -0.9287
C 5.362 1.542 -2.991 0.100 -0.052 -0.087 -0.8534
H 7.510 0.979 -4.161 -0.071 -0.014 0.085 0.3007
H 3.587 -0.384 -5.125 -0.014 0.027 -0.008 0.4532
H 1.905 -0.135 -3.344 -0.127 -0.028 0.034 0.3191
H 4.658 2.293 -1.116 -0.042 0.004 0.003 0.4461
H 6.322 2.034 -2.889 -0.024 0.043 0.010 0.2704
```
Positions in Å, forces in eV/Å.

Output
Total charge: +1
Relative energy (zero: lowest compared OMol25 entry of this formula, charge and spin) (kJ/mol): 42.7
Multiplicity: 5
Frontier orbital gap (spin up / spin down) (eV): 4.771 / 5.315

***

| no. | energy (Ha) |
| --- | --- |
| 1 | -10527.62204 |
| 2 | -3267.55653 |